ORCA calculation (ωB97M-V with the def2-TZVPD basis set) on a structure of composition C13H50F4HgN2O20S4.

## Properties
HOMO level   -9.46 eV
Charge   0
Kohn-Sham gap   4.443 eV

Geometry (Å):
Hg (-18.17, 9.82, -8.01)
N (-18.50, 11.68, -6.88)
S (-18.88, 13.12, -7.23)
O (-17.76, 14.07, -7.09)
O (-20.21, 13.63, -6.95)
F (-19.01, 12.86, -8.82)
S (-18.82, 11.89, -5.22)
O (-20.23, 11.64, -4.88)
O (-18.09, 12.84, -4.41)
F (-18.17, 10.50, -4.69)
N (-16.97, 10.55, -9.75)
S (-17.25, 10.71, -11.27)
O (-16.16, 10.54, -12.20)
O (-18.37, 11.57, -11.63)
F (-18.01, 9.27, -11.36)
S (-15.88, 11.86, -9.80)
O (-16.39, 13.12, -10.35)
O (-14.45, 11.54, -9.84)
F (-15.99, 12.20, -8.22)
C (-14.43, 14.77, -7.36)
O (-15.27, 14.86, -6.20)
H (-13.53, 15.39, -7.36)
H (-14.15, 13.72, -7.46)
H (-15.00, 15.06, -8.24)
H (-16.18, 14.76, -6.49)
C (-21.13, 10.20, -13.47)
O (-21.42, 11.41, -14.12)
H (-20.60, 10.52, -12.58)
H (-22.11, 9.78, -13.23)
H (-20.62, 9.55, -14.18)
H (-20.69, 12.03, -14.14)
C (-14.73, 12.57, -14.12)
O (-15.88, 13.10, -14.79)
H (-13.83, 13.03, -14.51)
H (-14.75, 12.72, -13.04)
H (-14.66, 11.49, -14.29)
H (-16.63, 12.50, -14.71)
O (-17.15, 15.70, -10.53)
H (-16.37, 16.21, -10.75)
H (-16.82, 14.80, -10.45)
O (-17.58, 8.43, -14.23)
H (-17.96, 7.58, -14.45)
H (-16.91, 8.24, -13.58)
O (-15.43, 8.39, -9.58)
H (-15.95, 9.19, -9.63)
H (-14.87, 8.51, -8.82)
O (-20.87, 13.18, -11.57)
H (-20.07, 12.66, -11.42)
H (-20.64, 13.76, -12.30)
C (-18.97, 12.19, -16.89)
C (-18.68, 10.89, -16.05)
O (-17.89, 11.11, -14.94)
H (-19.68, 12.85, -16.39)
H (-19.28, 11.95, -17.90)
H (-18.00, 12.69, -16.89)
H (-18.11, 10.14, -16.60)
H (-19.64, 10.48, -15.73)
H (-17.61, 10.24, -14.66)
C (-14.70, 5.54, -11.13)
C (-14.95, 6.28, -12.44)
O (-15.90, 7.32, -12.11)
H (-15.66, 5.23, -10.74)
H (-14.08, 6.15, -10.47)
H (-14.09, 4.66, -11.36)
H (-15.41, 5.64, -13.19)
H (-14.01, 6.74, -12.74)
H (-15.62, 7.55, -11.22)
C (-10.41, 10.88, -7.23)
C (-11.42, 11.60, -8.15)
O (-12.18, 10.65, -8.79)
H (-11.00, 10.47, -6.42)
H (-9.69, 11.57, -6.79)
H (-9.86, 10.06, -7.70)
H (-10.88, 12.23, -8.87)
H (-12.02, 12.35, -7.63)
H (-12.93, 11.05, -9.23)
C (-19.77, 6.05, -8.93)
C (-18.68, 6.61, -9.88)
O (-18.01, 7.64, -9.21)
H (-19.34, 5.72, -7.98)
H (-20.29, 5.21, -9.40)
H (-20.51, 6.81, -8.70)
H (-19.18, 7.01, -10.76)
H (-17.97, 5.85, -10.21)
H (-17.09, 7.59, -9.47)
C (-18.84, 16.11, -13.57)
C (-19.10, 14.65, -13.90)
O (-20.50, 14.43, -13.93)
H (-17.77, 16.32, -13.47)
H (-19.24, 16.37, -12.59)
H (-19.24, 16.79, -14.33)
H (-18.68, 14.05, -13.08)
H (-18.69, 14.33, -14.86)
H (-20.85, 14.84, -14.72)

---

ORCA calculation (ωB97M-V with the def2-TZVPD basis set) on a cluster of 2 separate species, C3H3N in total.

## Properties
HOMO level   -10.42 eV
ΔE to the lowest compared entry with this formula, charge and spin   220.92 kJ/mol
SMILES string   C#C.C#N
Charge   0
Kohn-Sham gap   11.418 eV

Geometry (Å):
C (2.07, -0.33, 0.52)
C (1.29, 0.41, -0.04)
H (2.40, -1.27, 0.77)
H (0.70, 1.27, -0.31)
C (-2.14, 0.01, -0.39)
N (-1.68, 0.55, 0.50)
H (-2.64, -0.64, -1.05)